This record from OMol25 describes C26H27BF4N2O5SSiTc as an isolated structure in a non-equilibrium geometry. The level of theory is ωB97M-V/def2-TZVPD.

```
68
Properties=species:S:1:pos:R:3:forces:R:3:mulliken_charge:R:1
Tc 0.149424 0.586867 0.523074 0.655 0.214 -0.843 0.706
C -0.839543 -4.389692 2.868043 0.690 0.134 0.082 -1.036
Si 1.020347 -4.055666 3.096360 0.077 -0.434 0.173 0.354
C 1.999790 -4.650875 1.574857 -0.381 0.220 0.590 -1.052
C 1.670769 -4.833716 4.709100 -0.262 0.291 -0.657 -1.162
C 1.283460 -2.180008 3.276571 -0.067 -0.311 -0.061 0.240
C 1.829562 -1.538823 4.384102 -0.119 0.050 -0.289 0.093
C 1.984734 -0.157586 4.404798 -0.068 0.264 -0.164 -1.175
C 1.561288 0.592065 3.319528 0.240 0.362 0.608 -0.414
N 1.005081 -0.002211 2.270866 0.475 -0.464 0.161 0.209
C 0.887841 -1.345560 2.249910 -0.155 0.292 -0.259 0.560
S 0.120432 -1.793607 0.749239 -0.286 0.661 -0.633 -0.363
H -1.039155 -5.455382 2.820650 0.037 -0.244 -0.009 0.375
H -1.195670 -3.944499 1.944592 -0.055 0.043 -0.137 0.326
H -1.429560 -3.977826 3.680805 -0.024 0.116 0.194 0.340
H 1.924914 -5.728317 1.469816 -0.070 -0.242 0.024 0.367
H 3.054743 -4.401038 1.633931 0.160 0.100 0.110 0.345
H 1.606573 -4.203675 0.667099 -0.063 0.056 -0.133 0.339
H 1.559111 -5.911145 4.670472 -0.038 -0.267 -0.029 0.332
H 1.121230 -4.482147 5.576944 -0.159 0.098 0.129 0.329
H 2.723174 -4.623195 4.872830 0.210 0.070 -0.045 0.342
H 2.127993 -2.129332 5.236520 0.107 -0.016 0.146 0.472
H 2.416293 0.341386 5.258648 0.016 0.053 -0.002 0.425
H 1.643461 1.672014 3.286107 -0.009 -0.002 -0.007 0.631
O -0.511102 0.957233 -1.391288 -0.904 0.351 0.678 0.259
C 0.356392 1.081519 -2.487020 2.509 -0.497 -0.433 2.676
C 1.847871 0.799441 -1.856330 -1.864 0.804 -3.551 0.073
O 2.781616 0.809613 -2.612083 0.553 -0.115 0.551 -0.659
O 1.808249 0.564651 -0.629977 -0.076 -0.602 3.563 -0.628
C 0.056329 -0.046382 -3.467768 -0.493 -0.120 0.177 -0.207
C 0.955274 -0.482376 -4.432886 0.085 0.110 -0.033 -0.094
C 0.626787 -1.533646 -5.272279 -0.043 -0.055 -0.015 -1.052
C -0.598218 -2.169159 -5.162647 -0.035 -0.016 -0.023 -0.480
C -1.500441 -1.735996 -4.207445 -0.080 -0.114 -0.053 -1.032
C -1.176946 -0.690068 -3.364507 0.085 0.117 -0.099 -0.124
C 0.346517 2.468726 -3.093815 -0.417 0.372 0.143 -0.119
C 1.312924 2.850630 -4.021547 -0.006 -0.143 0.005 -0.127
C 1.300984 4.118745 -4.571427 -0.025 0.046 0.014 -0.996
C 0.324373 5.031557 -4.213000 -0.080 -0.019 0.043 -0.546
C -0.640670 4.659525 -3.294487 -0.021 0.181 -0.062 -1.114
C -0.628789 3.397242 -2.729706 0.122 -0.254 -0.161 -0.214
H -1.377213 1.459542 -1.426989 0.054 -0.348 0.392 0.230
H 1.928637 -0.027848 -4.508949 0.038 0.057 -0.025 0.331
H 1.339742 -1.866763 -6.011367 0.089 -0.007 -0.055 0.409
H -0.848960 -2.996179 -5.810874 0.000 -0.039 -0.063 0.404
H -2.464464 -2.212909 -4.109626 -0.078 -0.067 -0.010 0.429
H -1.904325 -0.379246 -2.629980 -0.034 0.019 0.054 0.325
H 2.102845 2.169914 -4.287471 0.021 -0.076 -0.047 0.249
H 2.067849 4.399916 -5.276938 0.089 -0.007 -0.069 0.417
H 0.318675 6.024233 -4.639154 -0.007 0.053 -0.024 0.399
H -1.411080 5.357395 -3.006466 -0.062 0.087 0.078 0.440
H -1.405487 3.173027 -2.013525 -0.033 0.006 0.123 0.453
F -0.606151 4.728367 0.690049 -0.809 0.219 -0.073 -0.350
B 0.628855 4.208626 0.873471 -0.004 0.280 -0.219 0.229
F 0.411340 2.674785 0.710896 -0.166 -1.446 -0.024 0.142
F 1.098976 4.338216 2.133496 0.326 -0.056 0.880 -0.316
F 1.509880 4.539385 -0.091388 0.490 0.039 -0.483 -0.325
O -2.745390 1.655124 -0.489417 -0.180 0.156 -0.004 -0.683
C -2.781554 1.315330 0.686897 -0.496 0.264 -0.593 -0.159
C -4.016427 1.396021 1.556254 -0.070 0.038 -0.024 -0.514
C -3.569736 0.794103 2.877714 -0.001 0.012 0.051 -0.541
C -2.113454 0.435641 2.646284 0.053 -0.435 0.857 0.003
O -1.380475 -0.097048 3.446083 -0.361 0.043 0.143 -0.539
N -1.737241 0.781617 1.368414 0.758 0.106 -0.473 0.628
H -4.822354 0.842730 1.071245 0.051 0.079 -0.009 0.286
H -4.326611 2.438887 1.637611 0.030 -0.053 -0.086 0.302
H -4.110726 -0.112454 3.152660 0.053 0.056 0.018 0.275
H -3.632596 1.490301 3.714419 0.028 -0.073 -0.004 0.281
```
Forces are in eV/Å.

Its HOMO-LUMO gap (spin up / spin down) is 7.8 / 6.5 eV. For the energy, the calculation gives -2685.84044 hartree. The calculation puts the largest force on an atom at 4.1 eV Å⁻¹. The spin multiplicity is 4. For the relative energy (zero: lowest compared OMol25 entry of this formula, charge and spin), the calculation gives 67.8 kJ/mol. The molar mass comes out at 692.468 g/mol. As for the HOMO energy (spin up / spin down): -8.91 / -8.92 eV.

---

This record from OMol25 describes C26H27Co2N2O6 as an isolated structure in a non-equilibrium geometry. The level of theory is ωB97M-V/def2-TZVPD.

```
63
Properties=species:S:1:pos:R:3:forces:R:3:mulliken_charge:R:1
C -4.016744 1.967508 4.477173 -0.028 0.003 0.029 -1.064
N -3.862041 1.303906 3.207235 -0.385 0.483 0.065 0.009
C -2.497509 1.290602 2.743144 0.260 0.007 -0.049 -0.894
C -2.462041 0.788277 1.310059 -0.048 0.175 0.155 -0.500
N -3.060009 -0.541441 1.272748 0.414 -0.074 0.237 0.381
C -2.912018 -1.220346 0.031038 -0.389 -0.050 -1.595 -0.223
C -3.167616 -0.625065 -1.160370 -0.205 -0.309 1.667 -0.468
C -3.171004 -1.341016 -2.461950 0.410 -0.464 -0.505 -0.836
C -2.333283 -2.631800 -2.414131 0.096 0.262 0.041 -0.273
C -2.658476 -3.462051 -1.171219 -0.166 -0.032 -0.074 -0.876
C -2.478814 -2.675363 0.128953 0.188 0.284 0.108 -0.134
C -4.436088 -0.564575 1.767074 0.054 0.176 -0.174 -0.479
C -4.513093 0.019953 3.164965 0.025 -0.247 0.202 -0.813
H -5.081569 2.059471 4.713233 0.107 0.034 0.025 0.321
H -3.527015 1.423644 5.302534 0.015 0.014 0.050 0.365
H -3.579654 2.969118 4.418043 -0.084 -0.104 0.062 0.333
H -2.122750 2.320554 2.795977 0.038 -0.195 -0.090 0.508
H -1.843995 0.658120 3.378489 -0.105 0.058 -0.109 0.331
H -3.030919 1.504797 0.687652 0.204 -0.064 0.071 0.202
H -1.420268 0.743999 0.957265 -0.410 -0.089 -0.006 0.430
H -3.483966 0.420670 -1.171459 0.099 -0.229 0.063 0.342
H -4.206765 -1.594504 -2.747444 0.179 0.158 0.067 0.304
H -2.780824 -0.672552 -3.239740 -0.080 -0.171 0.005 0.354
H -2.509500 -3.223575 -3.319783 0.044 0.058 0.109 0.339
H -1.268916 -2.356184 -2.406839 -0.266 -0.086 0.027 0.009
H -3.692532 -3.822267 -1.236627 0.009 0.084 -0.025 0.331
H -2.026863 -4.354947 -1.147177 -0.040 0.033 0.009 0.367
H -1.413419 -2.695285 0.425912 -0.335 0.115 -0.014 -0.035
H -3.025638 -3.158306 0.952366 0.104 0.111 -0.135 0.317
H -5.092962 0.043994 1.115706 0.075 -0.187 -0.031 0.317
H -4.800376 -1.602232 1.771830 0.082 0.267 -0.069 0.328
H -4.079371 -0.695734 3.892422 0.060 0.085 -0.056 0.339
H -5.562818 0.175451 3.445456 0.102 -0.141 -0.071 0.431
O 5.257141 4.253848 -0.258554 -1.145 0.104 -0.766 -0.387
C 4.545776 3.916920 -1.108756 1.885 -0.976 0.300 0.100
Co 3.567920 3.237783 -2.379485 -0.939 -1.395 -0.524 0.135
C 2.145294 2.843531 -1.444536 -2.004 -1.152 1.802 0.092
O 1.246836 2.495707 -0.802047 0.900 0.627 -0.710 -0.361
C 3.300988 4.567738 -3.502996 0.581 1.214 -1.995 0.184
O 3.183302 5.422126 -4.277552 -0.137 -0.698 1.013 -0.401
C 4.554524 1.487561 -2.804940 4.052 1.932 1.707 -0.034
C 4.425234 0.521065 -1.787535 1.963 0.920 1.591 -0.705
C 4.963292 0.298197 -0.565508 -0.043 0.185 -0.990 -0.500
C 4.267326 -0.317855 0.537794 0.001 -0.648 0.643 1.157
C 4.767158 -0.115995 1.849745 -0.203 -0.149 -0.598 -0.608
C 4.154508 -0.704539 2.941609 -0.340 -0.285 -0.027 -0.385
C 3.018693 -1.509190 2.756329 -0.130 0.095 -0.006 -0.575
C 2.468578 -1.667357 1.474425 0.496 0.257 0.032 -0.380
C 3.092638 -1.082555 0.371870 0.130 0.037 0.332 -0.260
Co 3.294240 0.281932 -3.166173 -4.382 -0.743 -1.818 0.466
C 2.629707 1.211836 -4.498811 -0.772 1.207 -1.893 0.352
O 2.183031 1.817587 -5.374953 0.558 -0.761 0.935 -0.375
C 3.959701 -1.131476 -4.014051 1.055 -0.871 -0.541 -0.013
O 4.374766 -2.032381 -4.603078 -0.613 1.015 0.709 -0.378
C 1.672302 -0.360379 -2.701335 -2.105 -0.824 0.524 0.185
O 0.594815 -0.780631 -2.609738 1.940 0.791 -0.065 -0.448
H 5.481884 1.656658 -3.366748 -0.312 -0.060 0.105 0.462
H 5.963224 0.703988 -0.353449 -0.557 0.292 0.084 0.273
H 5.646047 0.521239 1.964879 -0.209 -0.185 0.051 0.308
H 4.557098 -0.533752 3.943074 -0.150 -0.130 -0.258 0.341
H 2.549581 -1.999116 3.611622 0.093 0.191 -0.204 0.343
H 1.556791 -2.246425 1.323669 0.229 0.065 0.125 0.416
H 2.696461 -1.208887 -0.637306 0.137 -0.019 0.452 -0.067
```
Forces are in eV/Å.

Its HOMO-LUMO gap is 6.3 eV. For the energy, the calculation gives -4333.35794 hartree. The calculation puts the largest force on an atom at 4.8 eV Å⁻¹. For the relative energy (zero: lowest compared OMol25 entry of this formula, charge and spin), the calculation gives 17.9 kJ/mol. The molar mass comes out at 581.376 g/mol. Its charge is -1. As for the HOMO energy: -4.00 eV.

---

This record from OMol25 describes a single C26H27FN4O5 molecule in a non-equilibrium geometry. The level of theory is ωB97M-V/def2-TZVPD.

```
63
Properties=species:S:1:pos:R:3:forces:R:3:mulliken_charge:R:1
C -0.910644 4.851663 3.101233 0.036 0.284 0.092 -1.006
O -1.141791 3.506834 2.761814 0.027 -0.375 0.035 -0.339
C -0.290295 2.559468 3.222476 0.088 -0.214 0.048 1.171
C 0.798458 2.807420 4.054631 -0.193 0.344 -0.085 -0.644
C 1.604745 1.771372 4.486402 0.004 -0.380 -0.129 -1.088
C 1.357527 0.458359 4.096355 -0.136 0.283 -0.217 0.083
C 2.234877 -0.622789 4.555666 0.072 -0.050 -0.048 -0.438
N 2.643334 -1.645357 3.919519 0.532 -0.509 0.520 -1.176
N 2.332012 -1.818801 2.622734 -0.561 0.847 -0.449 0.582
C 2.568824 -2.993527 1.956044 0.069 -0.103 0.212 0.105
O 2.994577 -3.995515 2.481204 -0.022 -0.052 -0.040 -0.605
C 2.179273 -2.923940 0.516605 -0.023 -0.128 -0.415 -0.060
C 1.727941 -4.098253 -0.077042 0.007 0.073 0.047 -1.001
C 1.342048 -4.107778 -1.405656 0.122 0.289 0.183 1.499
O 0.875500 -5.225201 -2.046144 0.014 0.160 -0.085 -0.625
C 1.420769 -2.937810 -2.160738 0.022 -0.153 0.159 0.916
O 1.057685 -2.898131 -3.477152 0.108 -0.064 0.189 -0.542
C 1.904205 -1.765294 -1.573341 -0.186 -0.489 -0.036 -0.074
O 2.014167 -0.636680 -2.315868 0.076 -0.033 -0.153 -0.690
C 2.272263 -1.758528 -0.236586 -0.047 -0.017 -0.116 -0.884
C 0.248579 0.216256 3.279794 -0.030 0.202 0.191 -0.358
C -0.568457 1.237206 2.836773 -0.139 0.103 -0.015 0.267
C -1.738728 0.948851 1.940818 -0.065 0.080 -0.060 -1.325
N -1.555591 1.519043 0.615270 -0.009 -0.083 0.011 0.307
C -2.727225 1.317886 -0.213580 -0.064 0.176 -0.176 -0.456
C -2.528575 2.049907 -1.543566 -0.224 -0.139 0.121 -1.398
N -1.335570 1.624194 -2.237857 -0.070 0.479 0.134 0.072
C -1.369366 0.593322 -3.161680 -0.089 -0.318 -0.385 0.567
C -2.466493 -0.260081 -3.321691 0.165 0.243 0.204 -0.351
C -2.467136 -1.251127 -4.285317 0.263 -0.210 -0.402 -0.968
C -1.366092 -1.399989 -5.104214 -0.149 0.094 0.130 0.408
F -1.355511 -2.386619 -6.033578 0.030 0.044 0.051 -0.385
C -0.275205 -0.556338 -4.997689 -0.187 -0.156 -0.095 -0.523
C -0.285921 0.434723 -4.038478 -0.144 -0.032 0.033 -0.330
C -0.178018 1.777876 -1.381354 0.213 -0.234 0.289 -1.601
C -0.377767 1.016929 -0.065176 0.205 0.175 -0.210 -0.139
H -1.699256 5.417809 2.608133 0.078 0.001 0.053 0.252
H -0.973532 5.013094 4.182591 0.017 -0.014 -0.049 0.368
H 0.062292 5.197924 2.738108 -0.033 -0.034 0.020 0.393
H 1.024834 3.811257 4.377657 -0.009 0.102 0.006 0.439
H 2.448395 1.985068 5.126074 0.077 0.034 0.085 0.430
H 2.620654 -0.545755 5.563826 0.024 -0.037 0.142 0.427
H 1.877698 -1.060256 2.115809 0.127 -0.307 0.151 0.195
H 1.685997 -4.998930 0.517646 0.005 -0.111 0.074 0.383
H 0.902830 -5.973868 -1.440342 -0.010 0.036 -0.053 0.301
H 0.749605 -3.777903 -3.730948 -0.016 0.026 -0.073 0.324
H 1.695836 -0.841552 -3.209042 -0.036 0.098 0.089 0.228
H 2.669938 -0.841179 0.167295 0.073 0.130 0.074 0.676
H -0.020982 -0.800125 3.026276 0.002 -0.068 -0.089 0.689
H -1.900171 -0.144554 1.892287 -0.003 0.090 0.044 0.459
H -2.634221 1.413088 2.364861 -0.024 -0.117 -0.023 0.516
H -3.596913 1.730710 0.303242 -0.028 -0.040 -0.009 0.466
H -2.908239 0.241573 -0.396544 -0.019 0.043 0.031 0.333
H -3.398458 1.930884 -2.189641 0.016 0.039 0.012 0.598
H -2.404813 3.116247 -1.324307 -0.106 -0.038 0.006 0.398
H -3.330971 -0.167991 -2.683809 -0.046 0.021 0.093 0.295
H -3.311306 -1.913970 -4.395297 -0.070 -0.075 -0.031 0.442
H 0.559694 -0.675617 -5.670494 0.089 -0.019 -0.091 0.425
H 0.545665 1.119261 -3.977050 0.073 0.102 -0.003 0.658
H 0.717848 1.403329 -1.872194 -0.047 0.076 0.008 0.358
H -0.054037 2.842010 -1.158131 0.075 -0.027 0.018 0.333
H 0.491754 1.176447 0.575543 0.038 -0.059 -0.046 0.505
H -0.458543 -0.066552 -0.282180 0.036 0.015 0.028 0.142
```
Forces are in eV/Å.

The SMILES is COc1ccc(/C=N\NC(=O)c2cc(O)c(O)c(O)c2)cc1CN1CCN(c2ccc(F)cc2)CC1. Its HOMO-LUMO gap is 8.1 eV. For the energy, the calculation gives -1702.03282 hartree. The calculation puts the largest force on an atom at 1.1 eV Å⁻¹. The molar mass comes out at 494.523 g/mol. As for the HOMO energy: -7.65 eV.